(1)
A cluster of 2 separate species, C4H7NO2 in total. Source: the OMol25 dataset; level of theory: the ωB97M-V functional and the def2-TZVPD basis.

Computed properties:
HOMO energy = -0.34238 Ha
orbital gap = 10.1 eV
SMILES = C1=COC=NC1.O
ΔE to the lowest compared entry with this formula, charge and spin = 1.908 eV

Last column: Löwdin charge in e.
Cartesian coordinates (Å):
C  -0.255  -1.037  -0.541  -0.08
C  -0.034  -1.366  0.726  -0.13
O  -0.354  -0.524  1.777  -0.01
C  -0.617  0.766  1.413  -0.21
N  -0.842  1.221  0.259  0.06
C  -0.911  0.282  -0.861  -0.21
H  0.063  -1.700  -1.340  0.11
H  0.400  -2.292  1.082  0.12
H  -0.602  1.416  2.285  0.13
H  -1.970  0.152  -1.125  0.12
H  -0.432  0.748  -1.727  0.10
O  2.102  0.772  -0.994  -0.06
H  1.508  1.487  -0.732  0.03
H  1.973  0.112  -0.298  0.02

(2)
The molecule C6H8N2O in a non-equilibrium geometry. Source: the OMol25 dataset; level of theory: the ωB97M-V functional and the def2-TZVPD basis.

Computed properties:
HOMO energy (alpha / beta) = -0.28381 / -0.30826 Ha
orbital gap (alpha / beta) = 7.9 / 8.8 eV
ΔE to the lowest compared entry with this formula, charge and spin = 3.936 eV

Last column: Löwdin charge in e.
Cartesian coordinates (Å):
C  -1.231  -0.395  0.133  -0.28
C  -0.073  -0.018  -0.750  -0.03
C  -2.644  -0.625  -0.248  0.00
C  1.818  1.382  0.331  -0.02
C  1.066  0.054  0.311  -0.52
O  -0.851  -0.442  1.364  0.03
N  0.405  -0.185  1.605  0.04
C  1.996  -1.045  0.099  -0.18
N  2.648  -1.966  -0.082  0.17
H  0.124  -0.769  -1.523  0.13
H  -0.235  0.946  -1.242  0.13
H  -3.162  0.325  -0.403  0.09
H  -2.697  -1.195  -1.169  0.09
H  -3.151  -1.163  0.548  0.09
H  2.362  1.515  -0.603  0.09
H  1.112  2.197  0.464  0.09
H  2.514  1.384  1.165  0.09

(3)
A structure of composition C53H49IrN4P3S. Source: the OMol25 dataset; level of theory: the ωB97M-V functional and the def2-TZVPD basis.

Computed properties:
net charge = +2
HOMO energy (alpha / beta) = -0.45380 / -0.45380 Ha
2S+1 = 2
orbital gap (alpha / beta) = 3.9 / 3.9 eV
ΔE to the lowest compared entry with this formula, charge and spin = 1.108 eV

Last column: Mulliken spin population.
Cartesian coordinates (Å):
Ir  -0.173  0.577  0.080  0.90
C  5.433  -5.960  0.412  0.00
S  4.101  -5.695  -0.771  0.00
C  3.874  -3.914  -0.574  0.00
C  2.780  -3.461  -1.528  0.00
C  2.325  -2.027  -1.294  0.00
N  1.855  -1.722  0.093  0.00
P  2.037  -0.041  0.562  0.01
C  2.668  -0.041  2.240  0.01
C  3.555  -1.021  2.681  0.00
C  4.113  -0.920  3.944  0.00
C  3.784  0.151  4.766  0.00
C  2.897  1.125  4.329  0.00
C  2.336  1.032  3.063  0.00
C  3.338  0.719  -0.420  -0.01
C  4.680  0.479  -0.113  0.00
C  5.677  1.094  -0.850  0.00
C  5.346  1.962  -1.884  0.00
C  4.017  2.203  -2.193  0.01
C  3.016  1.577  -1.468  0.02
P  0.115  -1.771  0.328  0.00
C  -0.433  -3.449  -0.023  0.00
C  -1.726  -3.641  -0.500  0.00
C  -2.228  -4.926  -0.637  0.00
C  -1.439  -6.016  -0.299  0.00
C  -0.149  -5.824  0.185  0.00
C  0.356  -4.543  0.331  0.00
C  -0.092  -1.646  2.137  0.01
C  -0.920  -0.606  2.557  0.06
C  -1.018  -0.250  3.892  0.04
C  -0.310  -0.983  4.833  0.00
C  0.478  -2.059  4.433  0.02
C  0.597  -2.386  3.089  -0.01
H  5.677  -7.020  0.387  0.00
H  5.120  -5.695  1.421  0.00
H  6.317  -5.390  0.130  0.00
H  4.810  -3.388  -0.777  0.00
H  3.589  -3.702  0.460  0.00
H  1.937  -4.143  -1.471  0.00
H  3.144  -3.522  -2.557  0.00
H  1.552  -1.763  -2.030  0.00
H  3.169  -1.363  -1.490  0.00
H  3.802  -1.855  2.036  0.00
H  4.808  -1.673  4.289  0.00
H  4.226  0.229  5.750  0.00
H  2.649  1.961  4.968  0.00
H  1.648  1.797  2.717  0.00
H  4.946  -0.162  0.717  0.00
H  6.714  0.916  -0.603  0.00
H  6.129  2.459  -2.440  0.00
H  3.759  2.894  -2.984  0.00
H  1.981  1.784  -1.702  0.00
H  -2.346  -2.779  -0.746  0.00
H  -3.234  -5.081  -1.006  0.00
H  -1.827  -7.019  -0.414  0.00
H  0.473  -6.672  0.438  0.00
H  1.365  -4.404  0.696  0.00
H  -1.575  -0.128  1.832  -0.05
H  -1.646  0.579  4.192  0.00
H  -0.375  -0.729  5.882  0.00
H  1.017  -2.633  5.174  0.00
H  1.251  -3.194  2.788  0.00
C  -2.561  4.751  -0.425  0.00
C  -3.067  3.828  0.651  0.00
C  -3.604  4.428  1.794  0.00
C  -4.064  3.701  2.873  0.00
C  -3.986  2.314  2.853  0.00
C  -3.467  1.693  1.736  -0.02
C  -3.031  2.425  0.617  0.03
P  -2.311  1.376  -0.688  -0.02
C  -2.101  2.210  -2.288  0.06
C  -0.809  2.155  -2.816  -0.16
C  -0.489  2.767  -4.012  0.02
C  -1.486  3.436  -4.706  0.00
C  -2.776  3.475  -4.200  0.00
C  -3.116  2.873  -2.991  0.00
C  -4.537  2.990  -2.505  0.00
C  -3.663  0.180  -1.135  0.02
C  -4.921  0.268  -0.592  0.00
C  -5.944  -0.621  -0.955  0.00
C  -5.750  -1.659  -1.873  0.00
C  -4.518  -1.784  -2.441  0.00
C  -3.444  -0.876  -2.112  0.01
C  -2.285  -1.045  -2.791  0.00
H  -2.144  5.646  0.035  0.00
H  -3.372  5.080  -1.079  0.00
H  -1.789  4.316  -1.047  0.00
H  -3.644  5.510  1.830  0.00
H  -4.472  4.211  3.735  0.00
H  -4.329  1.728  3.696  0.00
H  -3.417  0.609  1.727  0.00
H  -0.034  1.625  -2.265  0.10
H  0.524  2.740  -4.388  0.00
H  -1.257  3.938  -5.636  0.00
H  -3.544  4.009  -4.746  0.00
H  -4.975  3.923  -2.855  0.00
H  -4.612  2.978  -1.418  0.00
H  -5.157  2.180  -2.901  0.00
H  -5.153  1.048  0.118  0.00
H  -6.922  -0.489  -0.506  0.00
H  -6.558  -2.330  -2.127  0.00
H  -4.316  -2.567  -3.161  0.00
H  -1.419  -0.409  -2.642  -0.01
H  -2.202  -1.842  -3.522  0.00
N  0.176  2.563  0.396  -0.02
C  0.798  3.474  -0.002  -0.01
C  1.533  4.513  -0.484  0.00
C  2.908  4.583  -0.133  0.00
N  4.024  4.560  0.150  0.00
C  0.932  5.311  -1.499  0.00
N  0.377  5.892  -2.325  0.00

(4)
A structure of composition C20H64NO13Y in a non-equilibrium geometry. Source: the OMol25 dataset; level of theory: the ωB97M-V functional and the def2-TZVPD basis.

Computed properties:
net charge = +2
HOMO energy = -0.45318 Ha
orbital gap = 1.6 eV
ΔE to the lowest compared entry with this formula, charge and spin = 1.039 eV

Last column: Löwdin charge in e.
Cartesian coordinates (Å):
Y  -16.666  4.554  6.814  2.04
C  -14.743  8.645  7.154  -0.06
C  -15.199  7.600  6.120  -0.31
O  -15.092  6.243  6.567  -0.44
H  -14.979  9.642  6.785  0.06
H  -13.682  8.541  7.377  0.08
H  -15.304  8.550  8.084  0.06
H  -14.600  7.691  5.218  0.09
H  -16.255  7.851  5.974  0.08
O  -15.244  6.218  2.441  -0.05
H  -15.946  6.568  2.999  0.01
H  -14.465  6.758  2.652  0.00
O  -12.661  7.660  3.291  -0.04
H  -12.171  8.348  2.817  0.06
H  -13.194  8.145  3.927  0.00
O  -13.499  6.149  9.281  -0.03
H  -13.473  6.506  8.394  0.00
H  -14.313  5.648  9.300  0.00
O  -13.237  4.728  4.770  -0.06
H  -13.026  5.328  4.039  0.03
H  -13.565  5.304  5.470  -0.03
O  -16.956  10.379  7.537  -0.07
H  -17.279  9.984  6.707  0.00
H  -17.597  11.065  7.762  0.07
O  -18.521  7.999  9.253  -0.07
H  -17.744  8.518  9.009  -0.01
H  -19.208  8.299  8.644  0.04
O  -15.466  10.006  11.145  -0.04
H  -15.218  10.750  11.712  0.05
H  -15.471  10.372  10.252  0.01
O  -16.065  7.289  10.525  -0.08
H  -15.154  6.982  10.455  0.00
H  -15.969  8.209  10.833  0.00
C  -6.881  5.666  8.667  -0.01
C  -7.307  7.118  8.409  -0.50
C  -6.270  7.765  7.497  -0.13
C  -6.735  9.067  6.857  -0.16
C  -8.150  8.967  6.211  -0.12
C  -9.215  8.253  7.091  -0.48
N  -8.587  7.115  7.722  -0.04
O  -9.503  6.235  8.268  0.03
C  -9.810  9.292  8.069  -0.01
C  -10.251  7.764  6.075  -0.03
C  -7.339  7.890  9.736  -0.02
H  -7.463  5.254  9.491  0.09
H  -5.806  5.583  8.784  0.10
H  -7.182  5.034  7.828  0.09
H  -5.403  8.026  8.108  0.13
H  -5.903  7.116  6.699  0.13
H  -6.113  9.451  6.050  0.12
H  -6.809  9.866  7.600  0.10
H  -8.085  8.508  5.226  0.12
H  -8.429  10.008  6.037  0.12
H  -10.472  8.762  8.770  0.08
H  -9.034  9.831  8.607  0.08
H  -10.529  10.033  7.710  0.08
H  -11.020  7.139  6.544  0.07
H  -10.760  8.623  5.633  0.07
H  -9.875  7.179  5.238  0.10
H  -6.505  7.581  10.375  0.10
H  -8.223  7.762  10.365  0.09
H  -7.149  8.965  9.673  0.08
H  -9.982  6.710  8.978  0.12
C  -12.209  11.828  10.127  -0.04
C  -13.447  12.750  10.025  -0.46
C  -14.414  12.282  8.941  -0.05
O  -14.235  12.706  11.186  -0.06
H  -11.898  11.831  11.173  0.08
H  -11.382  12.196  9.516  0.08
H  -12.367  10.786  9.843  0.06
H  -13.084  13.764  9.827  0.14
H  -14.161  12.682  7.963  0.08
H  -15.424  12.598  9.200  0.09
H  -14.426  11.191  8.934  0.04
H  -13.854  12.838  12.058  0.11
C  -12.351  12.693  3.867  -0.04
C  -12.486  11.197  3.579  -0.48
C  -13.942  10.779  3.480  -0.06
O  -11.914  10.915  2.300  -0.05
H  -12.953  13.350  3.239  0.09
H  -11.310  13.019  3.808  0.08
H  -12.704  12.905  4.879  0.08
H  -11.908  10.574  4.277  0.12
H  -14.485  11.385  2.757  0.10
H  -14.478  10.794  4.429  0.06
H  -14.030  9.734  3.171  0.05
H  -11.095  11.406  2.187  0.09
C  -19.534  10.858  4.808  -0.04
C  -18.619  9.750  4.334  -0.44
C  -17.272  10.276  3.831  -0.05
O  -18.436  8.840  5.458  -0.10
H  -19.636  11.534  3.955  0.10
H  -19.049  11.402  5.622  0.08
H  -20.530  10.622  5.175  0.09
H  -19.108  9.154  3.557  0.14
H  -16.687  9.510  3.320  0.07
H  -16.693  10.754  4.620  0.07
H  -17.432  11.066  3.092  0.10
H  -18.095  8.002  5.136  0.05